(1)
DFT (ωB97M-V with the def2-TZVPD basis set) results for a molecular structure, C35H35BCl8CsF4N2O3PS4 in a non-equilibrium geometry.

Element x y z (Å)
Cs: 0.700598 -1.090026 1.913003
Cl: 0.799270 1.883897 -3.053850
C: 1.705218 0.421259 -2.785567
C: 1.161431 -0.624927 -2.034204
C: 2.072039 -1.625973 -1.722583
Cl: 1.628394 -2.902897 -0.625301
C: 3.384247 -1.646431 -2.207160
Cl: 4.455849 -2.951633 -1.817641
C: 3.833286 -0.639139 -3.047019
Cl: 5.421141 -0.698688 -3.726613
C: 2.985907 0.418401 -3.330968
Cl: 3.522601 1.675340 -4.399009
C: 4.094995 3.265343 -1.299572
C: 4.772698 2.450884 -0.199145
S: 3.690112 1.250160 0.657029
C: 3.027529 2.252275 2.029081
C: 1.604265 2.761748 1.833524
S: 1.194167 3.489740 0.226818
C: 1.798515 5.199309 0.403484
C: 3.307696 5.388887 0.451516
S: 4.235143 5.068117 -1.086245
H: 3.041129 3.023406 -1.369193
H: 4.554439 3.085291 -2.269490
H: 5.205584 3.087895 0.572396
H: 5.575836 1.840897 -0.613507
H: 3.738731 3.056209 2.208708
H: 3.031224 1.606611 2.909057
H: 1.349460 3.489959 2.602148
H: 0.911894 1.928505 1.926873
H: 1.356607 5.593618 1.322647
H: 1.374470 5.733978 -0.447201
H: 3.749937 4.787020 1.242676
H: 3.530507 6.437835 0.660553
Cl: -1.674531 0.451450 1.060938
C: -3.079620 0.938055 0.156172
C: -4.134906 1.532798 0.825732
C: -5.250433 1.929664 0.102690
C: -5.291876 1.719126 -1.266784
C: -4.235826 1.094610 -1.916506
C: -3.105941 0.671291 -1.218612
P: -1.483448 -0.048906 -1.832921
C: -1.977615 -0.034749 -3.632668
C: -2.243075 -1.158812 -4.414127
C: -2.645386 -1.038590 -5.739384
C: -2.794901 0.208656 -6.319808
C: -2.541768 1.339903 -5.556677
C: -2.147793 1.216991 -4.235500
C: -1.964406 -1.818894 -1.481493
C: -1.105090 -2.860315 -2.077288
C: -1.316951 -4.163317 -1.920055
C: -2.451323 -4.682558 -1.106659
C: -3.491570 -3.621699 -0.657249
C: -3.061966 -2.193051 -0.816978
H: -4.076847 1.681905 1.896247
H: -6.083635 2.393871 0.615170
H: -6.161379 2.035736 -1.831838
H: -4.304370 0.914031 -2.981117
H: -2.160169 -2.148942 -3.994691
H: -2.850157 -1.934231 -6.314869
H: -3.128705 0.300508 -7.346577
H: -2.658597 2.322647 -5.998245
H: -1.988651 2.112001 -3.650339
H: -0.278964 -2.513291 -2.677647
H: -0.655212 -4.891441 -2.377554
H: -2.919007 -5.525960 -1.622497
H: -4.481640 -3.731956 -1.113806
H: -3.744909 -1.466742 -0.393113
C: 4.264822 -1.867459 3.902786
S: 2.630703 -2.618154 3.715722
O: 2.660707 -3.845556 4.483513
O: 1.657315 -1.632156 4.206227
O: 2.460227 -2.804052 2.274509
H: 4.285381 -1.308541 4.834193
H: 4.438888 -1.214400 3.050017
H: 4.981029 -2.684440 3.910068
F: -0.072716 2.229979 4.486214
B: 0.839704 3.032515 5.209379
F: 0.405180 3.165391 6.535243
F: 2.116513 2.436688 5.170209
F: 0.915132 4.311221 4.600493
N: -2.937908 -3.353176 1.864382
C: -3.435146 -4.196117 0.789862
C: -2.207871 -5.050105 0.388946
C: -1.120448 -4.302594 1.143383
N: -1.568491 -3.382659 1.898710
H: -3.332804 -2.437601 2.007883
H: -4.345283 -4.711353 1.098730
H: -2.187812 -6.116350 0.628268
H: -0.069508 -4.552924 1.124633
Cl: -2.084441 -0.811017 4.158403
C: -0.998633 -0.954421 5.530256
Cl: -1.696786 -2.019849 6.758017
H: -0.854664 0.030075 5.962653
H: -0.067340 -1.389604 5.180108

Cartesian forces, eV/Å:
Cs -1.43 1.72 -1.61
Cl -0.39 0.47 -0.15
C 0.18 -0.84 0.35
C 0.90 0.20 -0.19
C 0.28 0.86 -0.66
Cl 0.02 -0.52 -0.10
C -0.05 -0.38 0.17
Cl 0.16 -0.10 0.05
C 0.05 -0.12 0.05
Cl 0.11 0.01 -0.01
C -0.19 0.11 -0.06
Cl 0.10 0.05 -0.13
C 0.08 0.34 0.05
C -0.26 -0.32 0.15
S 0.18 0.03 0.09
C -0.02 -0.26 -0.21
C 0.07 0.28 -0.24
S -0.11 0.17 -0.01
C -0.09 -0.35 0.18
C 0.14 -0.17 -0.35
S -0.16 0.05 0.04
H 0.03 -0.14 -0.13
H 0.05 -0.02 0.00
H 0.08 0.00 -0.05
H 0.03 0.04 -0.02
H -0.04 -0.03 0.13
H 0.05 0.12 0.09
H -0.04 -0.14 0.14
H -0.14 0.07 0.08
H 0.03 0.11 -0.02
H 0.01 0.04 0.01
H -0.03 0.12 0.11
H 0.03 -0.02 0.08
Cl -1.04 0.64 -0.08
C -0.30 0.09 -0.28
C 0.03 0.00 0.11
C 0.01 -0.04 0.05
C -0.09 0.02 -0.02
C -0.02 -0.16 0.10
C 0.32 0.25 0.33
P -1.22 0.00 -0.30
C -0.06 -0.05 0.01
C 0.00 0.09 0.00
C 0.00 -0.05 -0.04
C -0.05 -0.03 -0.01
C -0.06 0.06 -0.05
C 0.15 -0.06 0.01
C -0.09 0.06 -0.09
C 0.04 -0.20 -0.07
C -0.06 -0.05 -0.08
C 0.08 0.03 0.09
C 0.02 0.00 -0.07
C 0.02 -0.11 0.00
H 0.03 0.03 -0.01
H 0.01 0.04 -0.01
H 0.02 -0.02 -0.02
H 0.02 0.00 -0.01
H 0.00 -0.05 0.02
H 0.01 0.00 0.00
H 0.06 0.01 -0.02
H 0.00 0.02 0.05
H 0.09 0.05 0.05
H 0.11 -0.02 0.00
H 0.08 0.08 -0.02
H -0.05 0.02 0.06
H 0.02 -0.02 0.02
H 0.01 0.08 -0.05
C -0.59 -0.16 -0.14
S 0.98 -0.61 0.88
O 0.02 0.09 -0.01
O 0.78 -0.25 1.12
O 1.26 -1.29 0.25
H 0.02 -0.03 0.05
H 0.00 0.08 0.03
H 0.06 0.03 0.00
F 0.02 -0.07 0.02
B 0.02 0.03 -0.03
F -0.01 -0.01 0.04
F -0.01 -0.01 -0.03
F -0.03 0.00 0.02
N -0.41 -0.33 0.18
C -0.05 0.16 0.04
C 0.10 -0.04 0.19
C -0.38 -0.24 -0.33
N 0.46 0.20 -0.02
H 0.17 0.09 -0.04
H 0.03 -0.05 -0.04
H -0.08 0.01 -0.01
H 0.07 0.15 0.02
Cl -0.31 0.19 -0.26
C 0.27 0.09 0.16
Cl -0.06 -0.17 0.32
H 0.00 0.00 -0.08
H -0.06 0.04 0.13

- HOMO-LUMO gap: 5.84 eV
- LUMO energy: 3.34 eV
- E_tot: -7750.29643 Eh
- ΔE to the lowest compared entry with this formula, charge and spin: 3.749 eV
- Total charge: -2

(2)
DFT (ωB97M-V with the def2-TZVPD basis set) results for a molecular structure, C15H26N4O10PPtS2.

Element x y z (Å)
Pt: 0.402113 0.732274 0.591278
O: 2.192823 -2.344704 2.392967
S: 1.655042 -1.031728 2.166055
O: 2.097900 -0.479520 0.796187
O: 0.153426 -0.999136 2.047711
O: 2.096329 -0.051447 3.186946
C: -0.129934 5.257872 -0.108640
C: -0.877807 4.043750 -0.610640
O: -1.552233 3.404070 0.500886
P: -1.446591 1.850618 0.857492
O: -2.683119 1.164662 0.153132
C: -4.034745 1.620621 0.310107
C: -4.442087 2.472507 -0.872930
O: -1.917244 1.904281 2.379884
C: -0.965920 1.808440 3.466981
C: -0.196041 3.097489 3.645933
H: 0.303917 5.793139 -0.955950
H: 0.674552 4.963770 0.560662
H: -0.803975 5.935347 0.419490
H: -0.232729 3.329004 -1.115689
H: -1.665834 4.345965 -1.303603
H: -4.140266 2.159629 1.252772
H: -4.638970 0.715452 0.365021
H: -3.846038 3.383572 -0.913347
H: -5.495205 2.749343 -0.788418
H: -4.296865 1.920086 -1.800928
H: -0.294342 0.967849 3.289671
H: -1.575624 1.580042 4.340187
H: 0.378587 3.328619 2.748324
H: 0.506562 2.982537 4.473422
H: -0.863345 3.933888 3.859990
C: 5.840959 -1.380957 -1.802258
C: 4.390646 -1.066322 -2.056980
C: 3.425738 -2.068376 -1.992974
C: 2.082648 -1.774449 -2.147216
C: 1.684117 -0.466032 -2.380256
C: 2.631700 0.539898 -2.463209
C: 3.977401 0.236732 -2.303355
S: -0.059629 -0.078263 -2.454729
O: -0.111880 1.380828 -2.369985
O: -0.564883 -0.627153 -3.694287
O: -0.609254 -0.739818 -1.256131
H: 6.097904 -2.382940 -2.148373
H: 6.060728 -1.340371 -0.731700
H: 6.496314 -0.668022 -2.305677
H: 3.729685 -3.088197 -1.784308
H: 1.332054 -2.547457 -2.046911
H: 2.302611 1.558419 -2.622065
H: 4.713433 1.033127 -2.351621
N: 6.211842 1.891092 1.289786
C: 4.860157 1.767283 1.436209
N: 4.393784 1.008486 2.414900
N: 4.137404 2.488000 0.587080
C: 2.846081 2.376568 0.625784
N: 1.684263 2.332705 0.608192
H: 6.796465 1.158121 1.651607
H: 6.495706 2.289026 0.410671
H: 5.040971 0.424216 2.917620
H: 3.390678 0.727384 2.537774

Cartesian forces, eV/Å:
Pt 0.06 -0.20 0.42
O -0.08 0.01 -0.08
S 0.07 -0.18 0.07
O -0.06 0.08 0.00
O -0.06 0.01 -0.13
O -0.05 -0.05 -0.05
C -0.07 -0.05 -0.01
C -0.23 -0.06 -0.03
O 0.30 0.12 0.08
P -0.28 -0.01 -0.13
O 0.04 0.00 -0.03
C 0.01 0.03 -0.03
C 0.00 -0.02 0.00
O -0.02 -0.03 0.00
C 0.04 -0.02 0.04
C -0.01 0.01 0.02
H 0.00 -0.02 0.01
H 0.06 -0.03 0.07
H 0.02 -0.02 0.00
H 0.05 -0.08 -0.03
H 0.05 -0.06 -0.07
H 0.00 0.02 0.01
H 0.00 0.00 0.01
H -0.01 0.00 0.00
H 0.00 0.00 0.00
H 0.02 0.01 0.00
H -0.03 0.03 -0.02
H -0.01 0.03 0.01
H 0.03 -0.01 0.01
H 0.00 0.00 0.00
H -0.01 0.00 -0.02
C 0.00 0.00 -0.01
C -0.01 0.00 0.00
C 0.00 0.00 0.00
C 0.01 -0.01 -0.01
C -0.01 0.04 0.03
C 0.00 0.01 0.02
C 0.01 0.00 0.00
S -0.02 0.14 0.01
O -0.09 0.04 -0.08
O 0.00 -0.10 -0.03
O 0.17 0.20 0.12
H 0.00 0.00 0.00
H 0.00 -0.01 0.01
H 0.00 0.00 0.00
H 0.00 0.00 0.00
H 0.00 0.00 0.00
H -0.01 -0.01 -0.01
H 0.00 0.00 0.00
N -0.01 -0.02 0.00
C 0.00 -0.08 0.13
N 0.12 0.05 -0.22
N -0.08 0.05 -0.08
C 0.06 0.03 0.04
N -0.02 0.09 -0.23
H -0.01 0.00 0.00
H 0.00 0.01 0.00
H -0.02 0.03 0.03
H 0.07 0.07 0.14

- HOMO-LUMO gap: 7.71 eV
- LUMO energy: 2.35 eV
- E_tot: -2815.86886 Eh
- ΔE to the lowest compared entry with this formula, charge and spin: 1.128 eV
- Total charge: -1

Question: The lowest ΔE to the lowest compared entry with this formula, charge and spin belongs to which entry?
Answer: C15H26N4O10PPtS2

Question: Which of these has the lowest ΔE to the lowest compared entry with this formula, charge and spin?
Answer: C15H26N4O10PPtS2

Question: What is the HOMO-LUMO gap in the second record?
Answer: 7.71 eV